[1]
C34H38CaN6O6P2 as an isolated structure at a distorted geometry, computed with ωB97M-V with the def2-TZVPD basis set.

```
87
Properties=species:S:1:pos:R:3:forces:R:3:lowdin_charge:R:1
Ca 1.979430 -1.904827 0.180675 -3.61 1.06 0.71 1.35
C 6.228000 -2.681101 -1.676492 0.94 0.41 -0.25 -0.12
C 6.047061 -1.500904 -2.279870 1.63 -0.32 0.10 -0.15
C 5.655333 -1.251156 -3.697922 -0.75 0.09 -0.56 -0.17
C 4.528131 -2.146711 -4.284834 0.56 -0.28 -0.61 -0.16
C 3.458681 -2.595883 -3.340734 -0.87 -0.64 -0.90 -0.15
C 3.528944 -3.243010 -2.169490 0.16 -0.59 -0.64 -0.15
C 4.436364 -4.411003 -2.006918 1.11 0.22 0.88 -0.16
C 5.913951 -4.022730 -2.248130 -0.16 -0.76 0.01 -0.17
C -1.028655 -2.060425 -0.332313 0.19 -1.06 0.23 -0.29
H 6.801721 -2.733772 -0.742735 -0.51 0.37 -0.10 0.11
H 6.463394 -0.604464 -1.811202 -0.21 -0.31 0.26 0.11
H 6.518152 -1.330896 -4.388134 -0.15 -0.01 0.52 0.13
H 5.343477 -0.194258 -3.797742 0.00 -0.35 0.13 0.10
H 4.027489 -1.528074 -5.047364 0.13 -0.37 0.11 0.11
H 4.976242 -2.987882 -4.831268 -0.04 0.06 0.06 0.11
H 2.491740 -2.609909 -3.861717 0.09 1.22 1.05 0.08
H 2.728128 -3.199168 -1.437196 -0.63 -0.71 -0.92 0.02
H 4.139508 -5.184819 -2.732074 -0.01 0.20 0.30 0.13
H 4.317921 -4.843196 -1.005103 0.10 0.01 -0.09 0.11
H 6.526830 -4.775319 -1.730509 0.02 0.19 -0.42 0.11
H 6.115782 -4.086784 -3.326182 0.11 0.12 0.34 0.11
H -0.934954 -2.393464 0.723528 -0.50 0.13 -0.47 -0.05
H -1.530361 -2.853082 -0.920894 -0.15 0.33 0.39 -0.05
H -1.581674 -1.109108 -0.399749 0.19 -0.30 0.18 -0.04
P 0.392487 -1.006439 -2.340680 0.23 -0.94 0.56 1.03
P 1.803455 1.770989 -0.922757 0.32 -1.74 1.04 1.15
N 0.405419 -2.733673 -3.007883 0.28 0.18 0.17 -0.20
N -0.833065 -0.452438 -3.427550 -0.61 -0.09 -0.33 -0.24
N 2.959070 0.524059 0.029342 -0.13 -0.10 0.76 -0.19
N 2.840477 3.031369 -0.546978 1.14 1.38 0.13 -0.32
C 1.913701 -0.196181 -3.027821 0.62 0.08 -1.92 -0.42
C 2.342252 1.234644 -2.587132 0.00 0.10 -0.40 -0.37
C 0.388573 -3.886590 -2.201139 -0.05 -0.02 -0.86 -0.21
C 0.360263 -5.001678 -3.018476 0.33 0.50 0.31 -0.09
C 0.414835 -4.551839 -4.373250 -0.11 1.02 0.19 -0.09
C 0.409719 -3.159807 -4.347318 0.24 -0.71 0.92 -0.15
C -2.176749 -0.841207 -3.277251 0.43 0.90 -0.28 -0.12
C -2.910775 -0.230622 -4.272339 0.49 -0.35 0.38 -0.09
C -2.007442 0.508990 -5.099277 0.67 -0.26 0.45 -0.09
C -0.735805 0.331801 -4.583299 -0.56 0.07 0.37 -0.15
C 2.902357 0.338286 1.409330 0.61 -0.17 -0.73 -0.16
C 3.739633 -0.711195 1.777749 -0.10 0.68 -0.31 -0.12
C 4.391428 -1.149445 0.590710 0.47 0.31 -0.30 -0.16
C 3.901994 -0.356183 -0.450672 0.42 0.31 -0.15 -0.25
C 4.199803 3.189807 -0.826259 -0.21 1.12 0.35 -0.13
C 4.650925 4.328437 -0.187118 -0.68 -0.74 -0.11 -0.08
C 3.542550 4.872506 0.554913 -0.44 -0.82 -0.24 -0.08
C 2.452959 4.047225 0.344726 1.02 0.28 -0.54 -0.13
H 1.869412 -0.233263 -4.127743 0.41 0.25 -0.04 0.07
H 2.768116 -0.866111 -2.803380 -0.89 0.41 0.22 0.01
H 3.438419 1.344702 -2.704580 -0.53 -0.10 -0.08 0.06
H 1.880445 1.999321 -3.242349 0.13 -0.28 0.22 0.09
H 0.314601 -3.815415 -1.112326 -0.16 0.08 -0.66 0.06
H 0.297657 -6.030254 -2.667895 0.05 0.35 -0.14 0.10
H 0.448189 -5.172110 -5.262311 -0.12 0.18 0.16 0.09
H 0.490019 -2.443383 -5.152108 -0.21 -0.02 0.05 0.11
H -2.455311 -1.467372 -2.436737 -0.01 0.14 -0.25 0.09
H -3.983090 -0.311283 -4.384476 0.15 0.00 -0.05 0.09
H -2.260600 1.112027 -5.962279 0.08 -0.15 0.12 0.09
H 0.226122 0.719424 -4.901213 -0.35 -0.03 0.02 0.09
H 2.340601 1.011674 2.022461 -0.41 -0.10 0.10 0.13
H 3.887127 -1.097922 2.776526 -0.05 0.15 -0.08 0.12
H 5.186374 -1.897114 0.513842 -0.51 0.42 -0.03 0.10
H 4.231438 -0.282900 -1.481416 -0.24 -0.30 0.38 0.08
H 4.709843 2.517875 -1.496566 0.02 0.02 0.10 0.09
H 5.661082 4.716381 -0.223298 -0.19 -0.05 -0.01 0.10
H 3.562519 5.753168 1.178962 -0.05 -0.09 -0.04 0.09
H 1.432393 4.071453 0.699057 0.13 0.09 0.00 0.10
O 0.324061 0.170338 0.587931 -0.62 -0.41 1.98 -0.27
C -0.038823 -0.234183 1.747820 0.78 -0.84 -1.49 -0.64
O 0.431653 -1.289191 2.273757 0.01 1.02 -0.11 -0.10
C -1.092881 0.577558 2.482962 -0.16 0.32 0.28 -0.07
C -1.241976 0.416649 3.865619 -0.46 0.59 0.34 0.10
C -2.145759 1.247848 4.573320 0.29 0.17 -2.14 -0.12
C -2.994827 2.133204 3.886576 0.31 0.03 0.04 0.10
C -2.861668 2.258920 2.496911 1.27 -1.58 0.67 -0.12
C -1.869934 1.527766 1.799313 -0.57 0.16 0.44 0.10
N -3.787298 3.090991 1.766191 -1.83 1.76 -1.44 -0.32
O -4.651717 3.723643 2.412190 1.72 -1.26 -1.07 0.06
O -3.697277 3.136125 0.519969 0.04 -0.20 2.44 0.07
N -2.117273 1.275101 6.011631 -0.07 -0.22 3.02 -0.32
O -1.368612 0.461774 6.595839 -1.33 1.47 -1.21 0.06
O -2.823623 2.109030 6.620919 1.27 -1.53 -1.43 0.06
H -0.637929 -0.314580 4.399951 -0.12 0.23 -0.17 0.13
H -3.713430 2.745147 4.425808 0.17 -0.19 -0.11 0.13
H -1.743860 1.690226 0.732155 0.02 -0.18 0.19 0.13
```
Positions in Å, forces in eV/Å.

The energy above the lowest of the compared OMol25 structures with the same formula, charge and spin is 79.9 kcal per mole. The value obtained for the HOMO energy is -0.20268 hartree.

=====

[2]
One molecule with the formula C3H4O2S at a distorted geometry, computed with ωB97M-V with the def2-TZVPD basis set.

```
10
Properties=species:S:1:pos:R:3:forces:R:3:lowdin_charge:R:1
C -0.309213 -1.001318 0.653827 0.10 -0.70 0.21 -0.11
C -0.566574 -0.378736 -0.710274 1.06 1.77 3.35 -0.79
C 0.060900 0.963827 -0.503444 3.15 5.96 -2.98 -0.52
H -0.304108 -0.281374 1.574377 -0.32 -1.52 -2.01 0.13
H -1.051709 -1.767106 0.662984 -0.33 -0.89 0.92 0.05
H 0.711970 -1.453928 0.555891 -0.85 0.23 0.44 0.11
H 1.696779 1.827288 0.450367 -3.13 -2.83 -0.77 0.23
O 1.038794 0.970409 0.437158 2.54 1.21 1.30 -0.02
O 0.032683 2.037162 -1.139990 -1.79 -2.90 0.47 0.05
S -1.309522 -0.916224 -1.980897 -0.43 -0.33 -0.93 0.86
```
Positions in Å, forces in eV/Å.

The energy above the lowest of the compared OMol25 structures with the same formula, charge and spin is 43.5 kcal per mole. The value obtained for the HOMO energy is -0.34488 hartree. As for the SMILES: CC(=S)C(=O)O.

=====

[3]
An isolated ion of composition C4H6F3N2O2 and charge +1 at a distorted geometry, computed with ωB97M-V with the def2-TZVPD basis set.

```
17
Properties=species:S:1:pos:R:3:forces:R:3:lowdin_charge:R:1
C -1.324631 0.058464 -0.037013 -1.57 -2.51 -0.70 -0.26
C 0.038564 -0.355163 0.031902 -0.17 1.99 0.52 0.08
C 1.104347 0.449233 0.041795 -0.05 0.23 -0.48 -0.21
C 2.463301 -0.170543 -0.068557 2.20 0.43 0.13 -0.59
N -2.295428 -0.895821 0.059055 2.30 -1.19 0.69 0.07
N -1.754895 1.254457 -0.320387 1.16 3.04 0.19 0.23
O -1.991684 -2.281283 0.214776 0.63 1.48 0.05 0.04
O 1.062218 1.732867 -0.098856 1.85 2.81 0.49 0.15
F 2.645822 -0.559807 -1.316300 0.04 0.06 -0.60 0.22
F 3.483853 0.704162 0.243339 -1.29 -0.03 -0.33 0.14
F 2.631532 -1.192268 0.713703 -0.26 -1.20 0.92 0.22
H -1.235889 -2.271692 0.826791 -0.42 -0.48 0.09 0.11
H 0.336244 -1.287370 0.315527 0.03 -2.78 0.13 0.10
H -3.257233 -0.899545 -0.181332 -0.79 0.96 -0.30 0.17
H -1.143579 2.129425 -0.316138 -1.06 -2.02 0.01 0.18
H -2.736310 1.394887 -0.200907 -0.49 0.45 -0.19 0.14
H 1.973765 2.190001 0.092597 -2.10 -1.24 -0.62 0.22
```
Positions in Å, forces in eV/Å.

The energy above the lowest of the compared OMol25 structures with the same formula, charge and spin is 0.0 kcal per mole. Its charge is +1. The value obtained for the HOMO energy is -0.53110 hartree. As for the SMILES: [NH2+]=C(/C=C(\O)C(F)(F)F)NO.

=====

[4]
One molecule with the formula C6H11NO2 at a distorted geometry, computed with ωB97M-V with the def2-TZVPD basis set.

```
20
Properties=species:S:1:pos:R:3:forces:R:3:lowdin_charge:R:1
C 1.991863 -1.033778 -0.053853 -6.45 -5.58 1.19 -0.49
C 1.258545 1.435338 0.066347 -1.47 -0.04 -0.13 -0.07
C -0.250428 2.001639 -0.165449 2.72 -0.04 -0.06 -0.16
C -0.604387 -0.243691 0.141230 2.08 0.19 -1.11 -0.42
C -1.014496 -0.988612 -1.146887 -1.42 -0.22 1.92 0.00
C -1.195405 -0.972571 1.273523 0.06 -1.15 -1.07 0.00
N 1.051625 -0.036253 0.098587 -4.14 4.66 0.74 0.11
O 3.166018 -0.849201 -0.225773 7.35 2.55 -1.29 0.02
O -1.145562 1.078920 0.327133 1.11 -1.81 -0.26 -0.09
H 1.543910 -2.050237 -0.123394 -0.08 0.68 0.00 0.09
H 1.941777 1.837920 -0.700444 -0.27 -0.78 -0.12 0.12
H 1.679662 1.884329 0.983747 -0.20 -0.81 0.22 0.12
H -0.342354 2.879313 0.493361 -0.20 0.21 -1.16 0.13
H -0.347810 2.051304 -1.263016 -0.23 0.93 0.40 0.13
H -2.086277 -0.713591 -1.190597 0.43 -0.29 -0.57 0.11
H -0.951015 -2.084282 -0.988253 0.07 0.74 -0.04 0.09
H -0.483150 -0.771060 -2.012778 0.82 0.78 -1.55 0.06
H -2.149165 -0.546452 1.307073 -1.54 0.73 0.69 0.09
H -0.679965 -0.892771 2.158170 1.06 0.34 2.13 0.08
H -1.383381 -1.986259 1.021276 0.29 -1.09 0.06 0.08
```
Positions in Å, forces in eV/Å.

The energy above the lowest of the compared OMol25 structures with the same formula, charge and spin is 34.5 kcal per mole. The multiplicity is 3. The value obtained for the HOMO energy (alpha / beta) is -0.14946 / -0.34252 hartree.

=====

[5]
A 6-piece molecular cluster, C32H51NO12 overall at a distorted geometry, computed with ωB97M-V with the def2-TZVPD basis set.

```
96
Properties=species:S:1:pos:R:3:forces:R:3:lowdin_charge:R:1
C -0.810347 4.519018 3.818536 0.23 -0.18 -0.43 -0.07
C -1.353336 3.186007 3.236365 -0.14 0.23 0.05 -0.17
C -0.807177 2.920478 1.861740 0.09 -0.04 0.10 -0.14
C 0.427520 2.476771 1.605744 -0.37 0.38 0.05 0.07
C 0.871878 2.238653 0.204053 -0.06 -0.04 0.12 -0.32
O 1.614848 1.319699 -0.046261 0.25 0.05 -0.09 0.10
C 0.276196 3.158890 -0.817431 -0.12 0.35 -0.27 -0.03
C 0.925218 3.566267 -1.992061 -0.23 0.02 0.10 -0.22
N 2.237807 3.096601 -2.305471 -0.25 -0.13 0.01 0.09
C 0.261705 4.441833 -2.862673 -0.26 -0.10 0.11 0.00
C -1.016001 4.917427 -2.579945 0.07 -0.30 0.22 -0.05
C -1.670658 4.509688 -1.419570 0.30 -0.30 -0.05 -0.01
C -1.020273 3.636937 -0.553685 0.10 0.03 -0.12 -0.09
C -1.703746 3.178578 0.689896 0.52 -0.07 -0.15 -0.26
O -2.899878 3.002981 0.749276 0.62 0.81 -0.04 0.08
H -0.349516 4.372529 4.792611 -0.19 0.07 0.11 0.07
H -0.033892 4.920361 3.164185 0.02 0.02 0.06 0.07
H -1.595490 5.270612 3.865660 0.01 0.01 0.22 0.07
H -2.436838 3.268297 3.154524 -0.03 -0.20 0.03 0.10
H -1.136851 2.351918 3.902984 0.08 -0.04 -0.04 0.11
H 1.117797 2.260380 2.412995 0.04 -0.28 -0.09 0.14
H 2.943413 3.779705 -2.063022 0.02 0.00 0.01 0.09
H 2.294331 2.915755 -3.298892 0.17 0.14 -0.03 0.08
H 0.783433 4.747532 -3.765653 -0.16 0.01 0.23 0.08
H -1.516336 5.596266 -3.258851 0.10 0.01 -0.04 0.11
H -2.669908 4.844527 -1.174997 0.00 0.00 -0.04 0.12
O 2.538653 -5.090501 3.093950 0.00 0.00 0.00 0.10
C 2.515508 -4.064076 2.468479 -0.07 -0.05 -0.20 -0.52
O 1.638465 -3.111111 2.825496 0.26 -0.06 0.09 -0.04
C 1.622561 -1.780250 2.280307 -0.08 0.23 -0.06 -0.22
C 0.825010 -1.695389 1.000504 -0.09 -0.23 -0.02 -0.04
C 3.379963 -3.852591 1.248260 0.31 0.18 0.17 0.02
H 2.635130 -1.392864 2.163493 0.04 -0.10 -0.04 0.12
H 1.140722 -1.186185 3.056649 -0.01 -0.03 0.02 0.10
H 1.268417 -2.286616 0.197778 0.06 0.07 -0.01 0.07
H 0.773238 -0.658692 0.679675 0.02 0.00 -0.06 0.05
H -0.188049 -2.069301 1.160779 0.00 0.03 0.06 0.09
H 2.868585 -4.276824 0.384852 -0.01 0.04 -0.03 0.08
H 4.315109 -4.385827 1.401002 -0.08 -0.14 -0.01 0.09
H 3.624120 -2.813259 1.045054 -0.16 0.02 -0.07 0.08
O 2.159581 5.844182 -4.860606 0.16 0.11 -0.18 0.09
C 2.223617 5.729697 -6.057094 0.20 -0.04 0.04 -0.51
O 1.531375 4.732441 -6.634102 -0.17 0.00 0.03 0.00
C 1.387656 4.597836 -8.054076 0.04 -0.06 -0.18 -0.23
C 2.548139 3.850706 -8.675335 0.09 0.01 0.11 -0.06
C 3.111491 6.613974 -6.897094 -0.25 0.21 -0.09 0.02
H 1.228206 5.572519 -8.516499 0.04 0.02 0.03 0.11
H 0.466374 4.033048 -8.183429 -0.01 -0.01 0.07 0.12
H 3.488394 4.387130 -8.546647 -0.02 0.04 -0.05 0.07
H 2.377192 3.709242 -9.742443 -0.02 0.00 0.00 0.08
H 2.659045 2.873126 -8.206797 -0.04 -0.02 -0.03 0.09
H 4.115191 6.190393 -6.901393 0.01 -0.02 -0.01 0.10
H 3.148021 7.594142 -6.429336 0.08 -0.05 0.10 0.09
H 2.773880 6.741168 -7.922140 0.07 -0.09 -0.02 0.07
O -0.692324 -0.646944 4.642517 0.03 0.04 -0.03 0.08
C -1.354948 -1.620275 4.909242 0.03 0.00 0.06 -0.51
O -2.556043 -1.420931 5.473989 -0.06 0.13 -0.04 -0.01
C -3.524388 -2.462712 5.651510 -0.04 -0.26 0.33 -0.25
C -3.317508 -3.209063 6.954387 0.21 0.06 0.00 -0.06
C -0.843730 -3.018301 4.668507 -0.31 0.13 -0.31 0.04
H -3.546427 -3.120428 4.786829 0.03 0.00 -0.03 0.11
H -4.480258 -1.949062 5.666018 -0.01 0.04 -0.06 0.11
H -2.356639 -3.724639 6.977362 -0.02 -0.06 -0.04 0.07
H -4.107398 -3.947846 7.092635 -0.01 0.01 -0.01 0.08
H -3.336245 -2.514690 7.795142 -0.05 0.00 0.00 0.08
H -0.233592 -3.325867 5.517093 0.02 0.01 0.00 0.11
H -0.212058 -2.978063 3.785155 -0.03 -0.13 0.26 0.06
H -1.626543 -3.754195 4.502799 -0.01 0.00 0.13 0.08
O -5.068861 -1.661847 3.254973 -0.02 0.01 0.02 0.10
C -5.213568 -0.498345 2.985745 0.13 0.12 -0.32 -0.51
O -5.959261 -0.187257 1.907793 -0.12 -0.14 0.15 0.00
C -6.337718 1.154458 1.577913 -0.07 0.23 -0.29 -0.23
C -5.273150 1.866385 0.770484 -0.18 -0.42 0.39 -0.08
C -4.522365 0.605100 3.749589 -0.28 0.06 0.22 0.03
H -6.611789 1.707709 2.477385 0.04 -0.01 0.03 0.11
H -7.246425 1.044452 0.987871 -0.05 -0.11 0.04 0.12
H -4.343757 1.978620 1.326916 -0.63 -0.17 0.00 0.03
H -5.617342 2.859533 0.480657 0.02 0.02 0.02 0.09
H -5.042922 1.301697 -0.132517 -0.05 -0.01 -0.06 0.09
H -3.519270 0.733727 3.342985 0.02 0.00 -0.01 0.09
H -4.428640 0.304984 4.789524 0.12 -0.10 -0.04 0.08
H -5.046646 1.556388 3.719005 0.07 0.03 -0.12 0.07
O 4.227264 -6.346889 -4.972196 -0.01 0.01 -0.01 0.11
C 3.898957 -6.914839 -3.968451 0.16 -0.06 0.03 -0.53
O 3.409816 -6.185108 -2.944127 -0.12 0.09 -0.05 0.00
C 2.825344 -6.774510 -1.778815 0.00 -0.06 0.16 -0.24
C 3.861791 -7.131596 -0.734786 0.12 -0.01 -0.06 -0.06
C 4.089063 -8.404790 -3.795548 -0.30 -0.07 -0.07 0.01
H 2.203495 -7.628864 -2.049033 0.03 -0.01 -0.02 0.11
H 2.152696 -6.010158 -1.391658 0.01 0.04 -0.05 0.11
H 4.558281 -7.886081 -1.101099 -0.05 -0.05 0.01 0.07
H 3.379510 -7.514961 0.164805 -0.01 0.03 0.01 0.09
H 4.444947 -6.250736 -0.467697 -0.03 0.02 0.02 0.07
H 5.104950 -8.585627 -3.446357 0.01 0.00 0.02 0.10
H 3.965674 -8.872257 -4.768740 0.12 0.05 -0.04 0.09
H 3.388530 -8.870001 -3.107150 0.08 0.02 0.08 0.07
```
Positions in Å, forces in eV/Å.

The value obtained for the HOMO energy is -0.32861 hartree. As for the SMILES: CCC1=CC(=O)c2c(N)cccc2C1=O.CCOC(C)=O.CCOC(C)=O.CCOC(C)=O.CCOC(C)=O.CCOC(C)=O.

=====

no.,energy (eV)
1,-94105.4035
2,-18104.1788
3,-19464.1062
4,-11978.7572
5,-60070.8922